C33H39BCl5N6OS3V | ωB97M-V/def2-TZVPD

The geometry in ORCA input format:
```
! RIJCOSX wB97M-V def2-TZVPD def2/J DEFGRID3
* xyz 2 3
V -0.3361 0.2575 -0.2490
Cl -3.4496 3.5344 -3.6783
Cl -1.2181 2.1854 -1.9277
Cl -4.7594 -1.2374 0.0941
Cl -7.0360 0.0586 -1.6288
Cl -6.3807 2.4489 -3.5140
S -0.2032 -1.9186 0.8326
S 0.0086 1.6774 1.6392
S 1.4128 0.1532 -1.7935
O -2.1678 0.0176 -0.2748
N 3.5013 -2.1464 0.6064
N 3.8222 1.1723 0.9066
N 2.5116 1.0531 1.1362
N 1.6778 -1.0036 2.3461
N 2.7078 -1.2337 0.0420
N 2.4575 -0.7278 3.4013
C 1.4072 4.3766 2.4331
C 3.2541 -1.5785 -3.6344
C 4.4957 -4.4629 1.7449
C 6.5635 1.4472 1.9470
C -3.1349 0.5729 -1.0153
C -4.4397 0.0800 -0.9474
C 3.1441 -1.1942 5.6773
C 0.4882 -2.7510 3.4064
C -2.8672 1.6376 -1.8649
C 5.8863 2.3942 0.9441
C 2.2653 3.2740 1.9083
C 1.2986 -2.5040 4.4746
C 2.5595 -1.0336 -1.2673
C 6.1822 1.9308 -0.4885
C -0.5720 -3.8001 3.3705
C 2.2794 -1.4654 4.4624
C -3.8468 2.2307 -2.6453
C 4.3860 2.3196 1.1850
C 0.6982 -1.9051 2.2860
C 2.2244 -0.8205 6.8501
C 4.1908 -2.7097 -1.5855
C -5.1492 1.7385 -2.5670
C 4.1215 -0.0515 5.4083
C 6.4185 3.8135 1.1395
C 1.6924 2.0263 1.5595
C -5.4418 0.6638 -1.7185
C 5.1725 -3.8741 0.5030
C 3.6139 3.3887 1.7123
C 3.9313 -2.4697 6.0118
C 5.5718 -5.0070 -0.4455
C 4.2397 -2.8885 -0.1804
C 3.3583 -1.7879 -2.1593
C 6.4220 -3.0808 0.9237
B 2.0231 -0.3588 1.0578
H 4.2182 -3.6851 2.4560
H 4.8128 -3.3281 -2.2179
H 1.6416 0.0742 6.6247
H 3.5974 0.8815 5.1964
H 6.1499 -5.7462 0.1076
H 5.7002 2.5802 -1.2218
H 4.7763 -0.2746 4.5647
H 7.2573 1.9651 -0.6640
H 5.9413 4.5262 0.4636
H 3.4866 -0.5438 -3.8917
H 2.2377 -1.7757 -3.9788
H 7.1328 -3.7512 1.4073
H 2.8294 -0.6163 7.7333
H 6.9184 -2.6287 0.0625
H 4.5583 -2.2871 6.8842
H 5.1884 -5.1445 2.2383
H 3.2798 -3.3112 6.2515
H 7.6432 1.4709 1.7985
H 1.5346 -1.6262 7.1060
H 3.6010 -5.0286 1.4766
H 1.9963 5.2697 2.6260
H 5.8417 0.9076 -0.6491
H -0.6088 -4.3500 4.3076
H 6.3580 1.7469 2.9769
H 4.6998 -5.5150 -0.8626
H 6.1567 -2.2908 1.6290
H 4.7404 0.0994 6.2925
H 0.9186 4.0707 3.3601
H 0.6179 4.6193 1.7199
H -1.5484 -3.3477 3.1874
H 4.5815 -2.7600 5.1839
H 6.2169 0.4221 1.8078
H 3.9380 -2.2343 -4.1672
H 6.2039 -4.6605 -1.2644
H 6.2978 4.1624 2.1668
H 4.1042 4.3240 1.9438
H 7.4859 3.8240 0.9227
H -0.3856 -4.5026 2.5562
H 1.1881 -3.0983 5.3724
*
```

Calculated values
**Energy**: -167314.35145 eV
**LUMO energy (spin up / spin down)**: -7.3169 / -7.2736 eV
**Expectation value of S²**: 2.038
**E_HOMO (spin up / spin down)**: -13.00 / -13.04 eV
**Kohn-Sham gap (spin up / spin down)**: 0.2088 / 0.2119 hartree